1.
The ion C4H12N3 with charge +1, computed with ωB97M-V with the def2-TZVPD basis set.

HOMO-LUMO gap (eV): 9.56
Highest occupied orbital energy (eV): -12.9
Structure (SMILES): N/C=N\CCC[NH3+]
Energy relative to the best compared isomer or geometry (same formula, charge and spin) (kcal/mol): 63.2
Calculated total energy (Ha): -323.5775

The geometry in ORCA input format:
```
! wB97M-V def2-TZVPD RIJCOSX def2/J DEFGRID3
* xyz 1 1
C 1.7270 0.5898 -1.0520
C 1.2323 -0.7796 -0.8935
C -0.0976 -1.0511 -0.1651
N -2.2598 -0.5723 1.8059
C -1.0930 0.1103 1.7118
N -0.1646 0.0985 0.8197
N 0.5904 1.4450 -1.6908
H 2.5823 0.7180 -1.8444
H 2.1294 0.9311 -0.0504
H 2.0317 -1.3897 -0.3556
H 1.2123 -1.2748 -1.9161
H -0.0978 -1.9789 0.2617
H -0.8346 -1.0290 -1.0557
H -2.7684 -0.6140 2.5602
H -2.4104 -1.3178 1.1842
H -1.0526 0.9098 2.4852
H -0.2357 0.9366 -1.9107
H 1.0456 1.8997 -2.5027
H 0.6234 2.1946 -1.0062
*
```

Results of the Mulliken charge analysis, in e, for atoms 1 through 8: -0.487, -0.752, -0.852, -0.308, 0.012, -0.301, -0.248, 0.374

=====

2.
A cluster of 2 separate species, C6H12O in total, computed with ωB97M-V with the def2-TZVPD basis set.

HOMO-LUMO gap (eV): 9.05
Highest occupied orbital energy (eV): -8.0
Structure (SMILES): CC1=CO[C@@H](C)C1.[H][H]
Energy relative to the best compared isomer or geometry (same formula, charge and spin) (kcal/mol): 50.2
Calculated total energy (Ha): -310.9793

The geometry in ORCA input format:
```
! wB97M-V def2-TZVPD RIJCOSX def2/J DEFGRID3
* xyz 0 1
C 1.5720 -1.3339 0.0199
C 0.6200 -0.2226 0.3705
C 0.7842 1.0963 0.2543
O -0.3792 1.7941 0.0503
C -1.4183 0.7969 -0.1481
C -1.7127 0.5794 -1.6305
C -0.8677 -0.4741 0.5063
H 2.6197 -1.0104 0.0349
H 1.3192 -1.5578 -1.0286
H 1.4555 -2.2544 0.6038
H 2.1418 0.1130 2.1009
H 1.6875 1.6993 0.3345
H 2.8280 0.2568 2.1699
H -2.2828 1.2092 0.3694
H -1.9709 1.5258 -2.1094
H -2.5625 -0.1091 -1.7292
H -0.8557 0.1347 -2.1554
H -1.1802 -1.3967 0.0045
H -1.1818 -0.5530 1.5601
*
```

Results of the Mulliken charge analysis, in e, for atoms 1 through 8: -1.260, 0.378, -0.218, -0.444, 0.281, -1.304, -0.718, 0.407

=====

3.
A structure of composition C4H6N2S, computed with ωB97M-V with the def2-TZVPD basis set.

HOMO-LUMO gap (eV): 8.09
Highest occupied orbital energy (eV): -7.8
Energy relative to the best compared isomer or geometry (same formula, charge and spin) (kcal/mol): 85.0
Calculated total energy (Ha): -663.5931

The geometry in ORCA input format:
```
! wB97M-V def2-TZVPD RIJCOSX def2/J DEFGRID3
* xyz 0 1
C -0.3896 -0.3857 -0.2489
C 0.7819 0.2679 -1.1244
C 0.4267 1.3276 0.9360
C -0.6140 0.4117 0.9120
H -1.7853 -3.7717 0.1449
H 0.6352 0.4846 -2.1282
H 1.6979 -0.3253 -0.9933
H 1.9548 1.8535 -0.3344
H 0.7974 2.1180 1.6530
H -1.4257 0.0591 1.5973
N -0.9169 -1.4620 -0.6134
N 1.0630 1.4751 -0.2216
S -2.2254 -2.0528 0.4209
*
```

Results of the Mulliken charge analysis, in e, for atoms 1 through 8: 0.654, -0.397, -0.474, -0.362, 0.149, 0.341, 0.234, 0.236

=====

4.
The molecule H2O, computed with ωB97M-V with the def2-TZVPD basis set.

HOMO-LUMO gap (eV): 12.31
Highest occupied orbital energy (eV): -11.4
Structure (SMILES): O
Energy relative to the best compared isomer or geometry (same formula, charge and spin) (kcal/mol): 11.1
Calculated total energy (Ha): -76.4160

The geometry in ORCA input format:
```
! wB97M-V def2-TZVPD RIJCOSX def2/J DEFGRID3
* xyz 0 1
O -0.4667 0.3912 -0.1256
H -0.6168 -0.1928 0.7223
H 0.4324 0.2624 -0.6665
*
```

Want to see where the charge sits? The Mulliken charges in e are: -0.673, 0.336, 0.338

=====

5.
A cluster of 2 separate species, C5H15NO in total, computed with ωB97M-V with the def2-TZVPD basis set.

HOMO-LUMO gap (eV): 10.19
Highest occupied orbital energy (eV): -9.2
Structure (SMILES): CC(C)[C@@H](C)N.O
Energy relative to the best compared isomer or geometry (same formula, charge and spin) (kcal/mol): 7.6
Calculated total energy (Ha): -329.4955

The geometry in ORCA input format:
```
! wB97M-V def2-TZVPD RIJCOSX def2/J DEFGRID3
* xyz 0 1
C -0.6537 2.1205 0.1187
C -0.0137 0.7381 -0.0861
C -0.9963 -0.2197 -0.7780
C -0.3467 -1.5584 -1.1531
C -2.2544 -0.4782 0.0545
N 0.5319 0.1230 1.1267
H -1.3285 2.3032 -0.7126
H 0.0634 2.8843 0.0897
H -1.1857 2.1409 1.0643
H 0.8575 0.8266 -0.7473
H -1.3005 0.3042 -1.6902
H 0.3981 -1.4431 -1.9437
H 0.2062 -1.9399 -0.3077
H -1.1203 -2.2552 -1.4392
H -2.8592 0.4088 0.2260
H -2.0131 -0.9139 0.9978
H -2.8830 -1.2120 -0.4491
H -0.1722 -0.2453 1.7467
H 1.2072 0.7030 1.5979
H 3.7302 -1.3783 0.2701
H 2.3294 -0.8667 0.3321
O 3.2439 -0.5698 0.5090
*
```

Results of the Mulliken charge analysis, in e, for atoms 1 through 8: -1.600, 0.419, 0.486, -1.536, -1.521, -0.535, 0.353, 0.463

=====

6.
A structure of composition C27H54N3O5ReSSi, computed with ωB97M-V with the def2-TZVPD basis set.

Expectation value of S²: 0.75
HOMO-LUMO gap (alpha / beta) (eV): 7.03 / 6.79
Highest occupied orbital energy (alpha / beta) (eV): -16.4 / -16.4
Energy relative to the best compared isomer or geometry (same formula, charge and spin) (kcal/mol): 0.0
Calculated total energy (Ha): -2366.5981

The geometry in ORCA input format:
```
! wB97M-V def2-TZVPD RIJCOSX def2/J DEFGRID3
* xyz 3 2
Re 0.3080 -0.6227 -0.3476
C -1.0816 -3.5097 -1.1286
C -2.1363 -2.4754 -1.4363
O -1.9866 -1.3424 -0.5713
C -2.5980 -1.3437 0.7309
C -1.6748 -1.9391 1.7624
O -0.3806 -1.3114 1.5998
C 0.5455 -1.6239 2.6624
C 1.9134 -1.2590 2.1246
O 1.9386 -1.5544 0.6988
C 2.2778 -2.9102 0.2866
C 1.0133 -3.6669 -0.0181
O 0.1420 -2.8076 -0.7951
H -0.8852 -4.1615 -1.9806
H -1.3628 -4.1196 -0.2678
H -3.1397 -2.8932 -1.3469
H -2.0146 -2.0838 -2.4465
H -3.5532 -1.8708 0.7084
H -2.7762 -0.2919 0.9587
H -1.5517 -3.0203 1.6629
H -2.0404 -1.7033 2.7641
H 0.4650 -2.6890 2.8894
H 0.2810 -1.0263 3.5351
H 2.7143 -1.8024 2.6227
H 2.1113 -0.1926 2.2076
H 2.8534 -3.3919 1.0756
H 2.8901 -2.8159 -0.6028
H 0.4805 -3.9525 0.8934
H 1.2317 -4.5625 -0.6019
C 1.0895 1.5600 0.1356
N 0.4659 2.4669 -0.7895
C 0.7092 3.8997 -0.5719
C -0.3291 1.9354 -1.7291
N -0.6052 0.5953 -1.5995
N -0.8517 2.6314 -2.7308
C -2.0109 2.1196 -3.4723
C -0.1815 3.7540 -3.4100
H 1.3254 2.0878 1.0652
H 2.0220 1.1167 -0.2222
H 0.3076 0.9086 0.7250
H 0.7248 4.0775 0.5013
H -0.0941 4.4878 -1.0013
H 1.6652 4.2076 -0.9937
H -1.2256 0.2695 -2.3273
H -1.7011 1.4922 -4.3116
H -2.5541 2.9751 -3.8678
H -2.6939 1.5838 -2.8163
H 0.8344 3.8814 -3.0574
H -0.7433 4.6778 -3.2817
H -0.1378 3.5116 -4.4715
C -2.3566 -0.0982 5.1586
C -3.4117 0.5457 4.2651
C -3.0755 1.9805 3.8651
S -1.9893 2.0250 2.4258
O -0.7229 1.2398 2.6771
C -1.5676 3.7937 2.4149
C -0.2977 4.1465 3.1830
C -0.4338 4.1217 4.7002
H -2.5945 -1.1451 5.3507
H -2.3173 0.4030 6.1260
H -1.3628 -0.0337 4.7131
H -4.3723 0.5619 4.7810
H -3.5810 -0.0519 3.3596
H -2.6419 2.5452 4.6895
H -3.9621 2.5119 3.5079
H -2.4439 4.3188 2.8017
H -1.4819 4.0603 1.3608
H 0.0036 5.1441 2.8544
H 0.5002 3.4568 2.8883
H -1.2737 4.7334 5.0333
H 0.4660 4.5189 5.1671
H -0.5702 3.1069 5.0745
C 3.8885 -0.4598 -1.3876
Si 2.2110 -0.7098 -2.1919
C 1.9441 0.7137 -3.3774
C 2.1105 -2.3284 -3.0944
C 3.2426 -3.1394 -3.2143
C 3.2104 -4.2976 -3.9826
C 2.0470 -4.6582 -4.6449
C 0.9133 -3.8557 -4.5498
C 0.9506 -2.7047 -3.7816
H 4.5887 -0.2067 -2.1896
H 4.2908 -1.3416 -0.8913
H 3.9371 0.3647 -0.6745
H 2.7257 0.6205 -4.1373
H 2.0633 1.6969 -2.9185
H 0.9862 0.6542 -3.8953
H 4.1708 -2.8709 -2.7212
H 4.0977 -4.9097 -4.0739
H 2.0245 -5.5545 -5.2501
H 0.0162 -4.1245 -5.0929
H 0.0681 -2.0695 -3.7416
*
```

Results of the Mulliken charge analysis, in e, for atoms 1 through 8: 1.274, -0.887, -0.803, -0.262, -0.937, -0.500, 0.190, -0.572

=====

7.
A structure of composition C14H23Br2N4O7P2Ru, computed with ωB97M-V with the def2-TZVPD basis set.

Expectation value of S²: 8.78
HOMO-LUMO gap (alpha / beta) (eV): 5.46 / 5.15
Highest occupied orbital energy (alpha / beta) (eV): -0.8 / -0.5
Energy relative to the best compared isomer or geometry (same formula, charge and spin) (kcal/mol): 0.0
Calculated total energy (Ha): -7218.7491

The geometry in ORCA input format:
```
! wB97M-V def2-TZVPD RIJCOSX def2/J DEFGRID3
* xyz -2 6
Ru 0.0846 -0.3590 0.5622
N 2.5431 -2.3759 -2.4809
C 3.2381 -2.2506 -1.1271
C 4.6025 -2.9073 -1.1930
P 1.9781 -3.1811 -0.1132
O 2.3845 -2.8313 1.3821
O 2.1596 -4.6146 -0.4722
O 0.7094 -2.4868 -0.5494
P 3.3462 -0.4096 -0.8771
O 3.9056 -0.1456 -2.4490
O 4.4355 -0.0815 0.0616
O 1.9709 0.1651 -0.8636
H 2.5529 -3.3501 -2.7810
H 2.9751 -1.7247 -3.1420
H 1.5646 -2.0997 -2.2796
H 4.5045 -3.9658 -1.4475
H 5.0582 -2.8294 -0.2073
H 5.2597 -2.3956 -1.9005
H 1.6758 -2.3596 1.8620
H 3.9074 0.8061 -2.5985
Br -0.5930 2.5052 -2.1001
C -1.5856 3.4793 0.3509
Br -1.4639 2.2768 1.8211
H -2.6112 3.6895 0.0806
H -0.9266 4.3271 0.4593
O 1.3285 -0.2047 1.7577
N -3.5094 -0.2789 -1.8979
C -2.9670 -1.3964 -2.4983
C -1.7769 -1.6010 -1.8739
N -1.5903 -0.6338 -0.9179
C -2.6405 0.1428 -0.9572
H -4.3811 0.1627 -2.1192
H -3.4713 -1.9315 -3.2826
H -1.0502 -2.3837 -1.9997
H -2.7963 1.0104 -0.3415
C -0.8688 -0.2490 4.5095
C -1.7708 -1.3935 4.1568
C -2.5581 -2.0245 5.1002
C -3.3796 -3.1079 4.7900
C -3.3956 -3.5552 3.4690
C -2.6418 -2.9574 2.4785
C -2.6593 -3.4376 1.0583
C -1.7869 -1.8430 2.7912
N -1.0333 -1.2919 1.8691
H -0.9137 -0.0330 5.5803
H -1.1358 0.6597 3.9665
H 0.1638 -0.4595 4.2179
H -2.5170 -1.6599 6.1248
H -3.9802 -3.5902 5.5520
H -4.0238 -4.4006 3.1951
H -3.3178 -4.3033 0.9443
H -1.6581 -3.7074 0.7105
H -2.9993 -2.6428 0.3868
*
```

Results of the Mulliken charge analysis, in e, for atoms 1 through 8: 1.253, -0.445, 0.886, -1.718, 0.683, -0.544, -0.849, -0.266

=====

8.
The molecule C23H21N3OS, computed with ωB97M-V with the def2-TZVPD basis set.

HOMO-LUMO gap (eV): 8.56
Highest occupied orbital energy (eV): -8.1
Structure (SMILES): Cc1ccc(SCc2nc3ccccc3n2CC(=O)Nc2ccccc2)cc1
Calculated total energy (Ha): -1526.8055

The geometry in ORCA input format:
```
! wB97M-V def2-TZVPD RIJCOSX def2/J DEFGRID3
* xyz 0 1
C -5.1741 -1.0076 0.1427
C -3.7303 -1.3974 0.1997
C -3.0688 -1.5329 1.4133
C -1.7422 -1.9171 1.4596
C -1.0520 -2.1849 0.2838
C -1.7067 -2.0725 -0.9342
C -3.0273 -1.6688 -0.9681
H -3.5266 -1.5765 -1.9215
H -1.1987 -2.3089 -1.8567
S 0.6372 -2.7299 0.4185
C 1.4472 -1.9072 -1.0143
C 2.5385 -1.0001 -0.5990
N 3.7578 -1.1209 -1.0365
C 4.4596 -0.0794 -0.4902
C 5.7968 0.2749 -0.6257
C 6.2351 1.3911 0.0544
C 5.3746 2.1462 0.8530
C 4.0435 1.8113 1.0017
C 3.5943 0.6916 0.3209
N 2.3683 0.0738 0.2409
C 1.1784 0.4643 0.9361
H 1.4246 1.3081 1.5867
H 0.8220 -0.3671 1.5577
C 0.0476 0.8831 -0.0170
O 0.1726 0.8896 -1.2187
N -1.0749 1.2273 0.6650
C -2.3149 1.6484 0.1653
C -2.5907 1.7404 -1.1940
C -3.8369 2.1725 -1.6109
C -4.8124 2.5162 -0.6909
C -4.5379 2.4219 0.6634
C -3.2981 1.9890 1.0908
H -3.0851 1.9143 2.1484
H -5.2918 2.6869 1.3897
H -5.7813 2.8552 -1.0250
H -4.0439 2.2424 -2.6683
H -1.8335 1.4796 -1.9132
H -1.0395 1.1593 1.6732
H 3.3893 2.4096 1.6203
H 5.7601 3.0150 1.3660
H 7.2681 1.6947 -0.0291
H 6.4564 -0.3119 -1.2441
H 1.8679 -2.6823 -1.6525
H 0.6796 -1.3484 -1.5464
H -1.2354 -2.0273 2.4074
H -3.5970 -1.3339 2.3349
H -5.3538 -0.3211 -0.6815
H -5.4866 -0.5332 1.0693
H -5.7910 -1.8931 -0.0138
*
```

Results of the Mulliken charge analysis, in e, for atoms 1 through 8: -1.644, 0.774, -0.552, -0.734, 0.456, -0.501, -0.476, 0.401

=====

What is the calculated total energy in the eighth record?
-1526.8055 Ha

=====

What is the formula in the first record?
C4H12N3

=====

Number 8 is which compound?
C23H21N3OS